ORCA calculation (ωB97M-V with the def2-TZVPD basis set) on a molecular structure, C35H29Br2N2NiOP2 at a distorted geometry.

* HOMO energy (alpha / beta): -0.37163 / -0.37176 hartree
* ΔE to the lowest compared entry with this formula, charge and spin: 1.8 kcal/mol
* total charge: +1
* frontier orbital gap (alpha / beta): 7.01 / 6.96 eV
* DFT total energy: -8874.79965 a.u.

Last column: Mulliken charge in e.
Atoms and positions in Å:
1 H -1.7885 -0.9260 -5.7475  0.41
2 H -2.6288 2.4730 -0.5477  0.41
3 H -1.9157 -3.6975 1.6197  0.43
4 Br 4.6761 -0.1110 -0.9463  -0.14
5 P -0.1903 -1.8504 0.2973  0.41
6 P -2.3740 -0.4394 -0.1011  0.48
7 H -3.4260 -3.3586 0.7767  0.30
8 C -1.8134 0.3871 -4.0522  -0.84
9 C -4.6165 0.6825 1.1527  -0.35
10 O 1.6205 0.1153 -0.7454  -0.36
11 H 0.0188 -2.8885 -2.3869  0.54
12 C 1.1673 4.7767 -0.0240  -0.88
13 C 1.9871 -1.4972 1.9085  -0.02
14 H -2.6519 3.9527 0.4074  0.41
15 C 0.5975 -1.6482 1.9071  0.79
16 Br 4.3048 5.4802 -0.2324  -0.20
17 H 0.0129 -1.3140 5.2236  0.44
18 C -2.2820 -1.9636 -3.9375  -0.65
19 H 1.5604 5.7810 0.0553  0.37
20 H -3.9473 1.3920 1.6166  0.37
21 C 0.5656 -1.3683 4.2952  -0.78
22 N -1.8723 -1.9525 0.4794  0.90
23 C -0.6819 3.2267 0.0159  1.09
24 C 2.2399 1.2639 -0.6072  0.45
25 H -1.1885 -1.6706 3.1091  0.20
26 N 0.1130 2.1986 -0.2266  0.04
27 H -4.6276 -1.9872 -0.9472  0.33
28 C 3.6085 1.4170 -0.6803  -0.28
29 H 1.1099 -6.9654 -1.7013  0.41
30 C 4.2133 2.6796 -0.5681  -0.29
31 H 1.2503 -6.5269 0.7247  0.43
32 C -1.9434 -0.8421 -4.6803  -0.71
33 C 2.6550 -1.2953 3.1038  -0.83
34 C -6.3541 -1.1562 0.0011  -0.83
35 H -7.0314 -1.8699 -0.4479  0.44
36 C -0.1680 4.5372 0.1092  -1.02
37 C 1.4634 2.4253 -0.3637  0.13
38 H -7.9020 -0.1106 1.0511  0.41
39 H 5.2888 2.7557 -0.6428  0.46
40 C -6.8417 -0.1658 0.8440  -0.53
41 H -1.9446 1.4654 -2.2196  0.14
42 H 2.4699 -1.0743 5.2294  0.42
43 H 0.5113 -5.1447 -3.2597  0.45
44 H -1.5621 1.2693 -4.6253  0.48
45 C 0.5398 -4.9589 -2.1944  -0.81
46 H -2.9983 -2.4288 2.2176  0.46
47 H -2.7061 -2.7515 -1.9938  0.32
48 H -0.8550 5.3490 0.3003  0.45
49 H -6.3575 1.5201 2.0770  0.44
50 H 2.5380 -1.5179 0.9757  0.42
51 C -5.9764 0.7516 1.4186  -0.84
52 H 0.7583 -4.2780 1.6053  0.45
53 C 0.2971 -3.4566 -0.3328  0.51
54 Ni -0.1797 0.2426 -0.4661  -1.03
55 C 1.9451 -1.2333 4.2969  -0.53
56 H 3.7304 -1.1776 3.1028  0.45
57 C 0.2513 -3.6957 -1.7056  -0.35
58 C 0.8841 -5.9794 -1.3177  -0.58
59 C -2.1389 3.0042 0.2660  -1.18
60 C -0.1118 -1.5760 3.1011  -0.39
61 C 3.4547 3.7986 -0.3688  -0.14
62 C -2.0062 0.4882 -2.6827  -0.27
63 C 0.9606 -5.7358 0.0464  -0.74
64 H -2.4003 -2.9215 -4.4274  0.45
65 C -5.0001 -1.2253 -0.2746  -0.48
66 C 2.0463 3.7000 -0.2533  0.90
67 C -4.1226 -0.3044 0.3034  0.95
68 C -2.3171 -0.6395 -1.9167  1.46
69 H -2.2476 2.4116 1.1734  0.03
70 C -2.5990 -2.9030 1.3209  -1.18
71 C 0.6787 -4.4724 0.5427  -0.33
72 C -2.4658 -1.8636 -2.5675  -0.86